Below is a 11-piece molecular cluster, BH24O10 overall, with properties calculated with the ωB97M-V functional and the def2-TZVPD basis.

```
35
Properties=species:S:1:pos:R:3:lowdin_charge:R:1
B 0.62416 -0.29621 -0.41375 -0.346
H -0.51588 -0.54851 -0.53274 -0.016
H 1.21025 -1.25293 -0.05359 -0.014
H 1.06707 0.13727 -1.40561 -0.010
H 0.70650 0.50743 0.44997 -0.006
O -3.34345 -0.90121 -1.09186 -0.097
H -2.86446 -1.62900 -0.66040 -0.004
H -2.94139 -0.05628 -0.78182 0.003
O 3.30075 0.51108 -2.10330 -0.103
H 2.39506 0.20103 -1.85438 -0.040
H 3.89520 -0.07336 -1.62348 0.022
O -1.89585 -2.78050 0.61406 -0.053
H -1.77194 -2.08031 1.26489 0.046
H -1.01657 -3.15951 0.49833 0.045
O -0.10403 1.61630 3.46011 -0.058
H 0.68647 2.03500 3.81967 0.060
H 0.18529 0.70587 3.21408 0.041
O 1.14622 -3.22555 -1.44040 -0.096
H 1.69413 -3.21608 -2.23085 0.027
H 1.09372 -2.28281 -1.15685 -0.042
O -1.52621 -1.27564 -3.51884 -0.079
H -2.35824 -1.35474 -3.02869 0.009
H -0.90990 -0.91571 -2.87025 0.003
O 0.82049 -1.20673 2.45622 -0.100
H 0.93395 -0.93177 1.50497 -0.035
H 1.71691 -1.34716 2.77909 0.042
O 1.85610 3.18872 0.34594 -0.086
H 2.04463 2.41691 -0.20205 0.010
H 0.90066 3.13572 0.54103 -0.013
O -0.78635 3.19079 1.37990 -0.084
H -0.33684 2.52754 1.96998 0.024
H -1.14724 3.84254 1.98626 0.062
O -1.95613 1.51283 -0.60306 -0.101
H -1.58590 2.11557 0.07698 0.010
H -1.21717 0.88938 -0.78957 -0.022
```

Computed properties:
- Orbital gap: 9.93 eV
- Net charge: -1
- Spin multiplicity: 1



Below is one molecule with the formula HIS2, with properties calculated with the ωB97M-V functional and the def2-TZVPD basis.

```
4
Properties=species:S:1:pos:R:3:lowdin_spin:R:1
S 1.11617 0.14112 -0.49371 0.276
S 0.54731 1.50055 -1.88055 0.903
I -0.34818 0.23333 -3.87716 0.797
H 0.05162 -0.66410 -0.56014 0.024
```

Computed properties:
- Orbital gap (spin up / spin down): 7.48 / 6.34 eV
- Spin multiplicity: 3
- Expectation value of S²: 2.008



Below is C15H10Br2FeN4O3S as an isolated structure, with properties calculated with the ωB97M-V functional and the def2-TZVPD basis.

```
36
Properties=species:S:1:pos:R:3:lowdin_spin:R:1
Fe 0.48546 0.45953 0.19444 3.682
S 2.76024 0.68694 -0.47176 0.071
C 2.92414 -0.02189 1.11915 0.016
C 4.11967 -0.15588 1.83299 0.002
C 4.07667 -0.67796 3.10734 0.003
C 2.85790 -1.06115 3.66826 0.002
C 1.72024 -0.91278 2.90686 0.007
N 1.75448 -0.42733 1.66191 0.036
H 5.04653 0.16825 1.38256 0.001
H 4.99121 -0.77866 3.67836 0.000
H 2.79612 -1.45760 4.67095 0.000
H 0.73975 -1.17986 3.28148 0.000
Br -3.37265 5.08123 -2.19122 0.001
C -2.20530 3.62519 -1.95722 0.004
C -0.82825 3.83513 -1.94920 -0.001
C -0.02057 2.74120 -1.74384 0.005
N -0.50292 1.49949 -1.58221 0.026
C -1.79959 1.33387 -1.63256 0.007
C -2.72099 2.35753 -1.79844 -0.001
C -1.73099 -1.08531 -1.30449 0.007
C -2.48170 -2.21841 -1.62883 0.001
C -1.89878 -3.44489 -1.43452 0.003
Br -2.85081 -5.00957 -1.85681 0.001
C -0.59903 -3.53731 -0.93641 0.000
C 0.03416 -2.36514 -0.61503 0.005
N -0.52446 -1.14830 -0.77419 0.031
H -0.40889 4.82160 -2.07504 0.000
H 1.05596 2.83792 -1.68341 0.000
H -3.78076 2.15788 -1.78046 0.000
H -3.47661 -2.10169 -2.02945 0.000
H -0.11234 -4.48978 -0.79482 0.000
H 1.03316 -2.36346 -0.19754 0.001
O -2.18442 0.16181 1.96876 0.028
N -1.82970 0.96542 1.14838 0.006
O -0.71764 1.62624 1.41971 0.054
O -2.34932 0.07772 -1.60368 0.002
```

Computed properties:
- Orbital gap (spin up / spin down): 7.87 / 7.78 eV
- Spin multiplicity: 5
- Expectation value of S²: 6.012



Below is a 4-piece molecular cluster, C45H64FN6O10 overall, with properties calculated with the ωB97M-V functional and the def2-TZVPD basis.

```
126
Properties=species:S:1:pos:R:3:lowdin_charge:R:1
C -4.81182 -1.24798 -5.77812 -0.107
C -3.47590 -1.27590 -6.55163 -0.247
C -3.09026 0.14996 -7.00164 -0.226
C -1.70518 0.61396 -6.52742 -0.201
C -1.41000 0.32847 -5.03365 -0.196
C -0.10553 -0.47586 -4.87030 -0.221
C -0.09205 -1.33362 -3.60794 -0.228
C 1.30805 -1.91076 -3.30606 -0.218
C 1.20633 -2.76186 -2.03793 -0.216
C 2.51429 -3.43359 -1.61384 -0.203
C 3.72685 -2.49352 -1.49727 -0.183
C 4.14024 -2.23076 -0.02380 -0.215
C 3.77621 -0.83552 0.44215 -0.221
C 4.18443 -0.51387 1.88586 -0.188
C 3.78052 -1.52446 2.97411 -0.151
C 2.46944 -1.24713 3.77680 -0.097
C 1.28800 -0.67940 3.02438 -0.319
O 1.37672 0.61466 2.43341 0.024
C 0.77170 -1.71375 1.99304 -0.339
O 1.42727 -2.52290 1.36253 0.096
N -0.62864 -1.70112 1.85476 0.152
C -1.15169 -0.75469 2.89506 -0.395
N -1.55631 0.46215 2.15806 0.088
C -2.47766 -1.40745 3.35228 -0.067
C -3.24201 -0.71822 4.48709 -0.413
C -3.67030 0.71697 4.36768 -0.063
N -3.52118 -1.33591 5.56466 0.144
C -0.00103 -0.57616 3.93230 -0.187
C -0.24146 0.73896 4.67474 -0.117
C 0.97178 1.30731 5.44243 -0.146
C 1.05467 0.91353 6.90352 -0.235
F -0.11452 1.21296 7.57471 -0.044
C -0.15363 -1.77698 4.92246 -0.637
O -0.03117 -2.93968 4.42071 -0.043
O -0.40446 -1.53139 6.12186 -0.015
H -5.36090 -2.18438 -5.84925 0.062
H -5.43551 -0.47991 -6.23479 0.063
H -4.63783 -0.94562 -4.74658 0.069
H -3.66630 -1.88600 -7.43547 0.094
H -2.68946 -1.75966 -5.97594 0.093
H -3.08611 0.15672 -8.09328 0.094
H -3.81824 0.89151 -6.68558 0.087
H -0.95705 0.12674 -7.15404 0.099
H -1.58359 1.68584 -6.68774 0.094
H -1.29117 1.27698 -4.51259 0.109
H -2.22445 -0.20558 -4.54512 0.094
H 0.72684 0.22838 -4.80818 0.113
H 0.05573 -1.13712 -5.72200 0.104
H -0.79633 -2.16439 -3.68274 0.111
H -0.33904 -0.71679 -2.74142 0.116
H 1.65232 -2.51070 -4.15187 0.116
H 1.94546 -1.04056 -3.16169 0.100
H 0.44884 -3.53370 -2.19205 0.112
H 0.81394 -2.11738 -1.24965 0.097
H 2.74386 -4.19728 -2.36446 0.099
H 2.34282 -3.98825 -0.69413 0.097
H 3.58199 -1.53749 -1.99278 0.087
H 4.57455 -3.00968 -1.95060 0.097
H 3.67520 -3.01328 0.56675 0.081
H 5.22085 -2.34667 0.11015 0.109
H 4.32191 -0.12920 -0.19568 0.109
H 2.72471 -0.59727 0.28779 0.099
H 5.28086 -0.49395 1.87682 0.102
H 3.89274 0.50234 2.13875 0.095
H 4.58718 -1.50050 3.71207 0.087
H 3.74108 -2.55121 2.62435 0.098
H 2.74404 -0.67315 4.65313 0.082
H 2.12763 -2.20937 4.15435 0.120
H 2.03874 1.14083 2.88438 0.089
H -0.87863 -1.38561 0.92780 0.129
H -2.38788 0.31097 1.60287 0.072
H -0.84080 0.78803 1.52052 0.058
H -3.18536 -1.40317 2.51342 0.117
H -2.31615 -2.45572 3.57582 0.110
H -4.40207 0.82743 3.56144 0.073
H -4.14082 0.98894 5.30821 0.070
H -2.84842 1.38673 4.14236 0.045
H -3.13523 -2.27812 5.52423 0.050
H -1.03746 0.63406 5.40440 0.108
H -0.57346 1.52107 3.99622 0.091
H 0.87247 2.39828 5.42944 0.108
H 1.93801 1.09389 4.98909 0.092
H 1.35888 -0.11920 7.04252 0.093
H 1.84445 1.52155 7.36573 0.108
C -3.24315 6.53538 3.52260 -0.078
C -1.92337 6.10971 3.45962 -0.066
C -1.56788 5.07454 2.61030 0.003
C -2.54337 4.48226 1.83128 -0.142
C -3.86302 4.88821 1.88660 -0.004
C -4.21225 5.92249 2.73982 -0.071
N -2.16296 3.39774 0.91624 -0.346
O -1.00427 3.05376 0.91234 0.076
O -3.03587 2.90760 0.22583 0.070
H -3.51745 7.34714 4.18405 0.103
H -1.16983 6.58557 4.07204 0.106
H -0.54207 4.74006 2.56153 0.121
H -4.61503 4.41101 1.27602 0.118
H -5.24085 6.25233 2.79282 0.104
C 6.51339 -5.16315 8.12024 -0.081
C 5.13996 -5.04839 7.95321 -0.064
C 4.59536 -3.87036 7.46747 0.012
C 5.44119 -2.82355 7.15214 -0.140
C 6.81021 -2.91771 7.31777 -0.009
C 7.34711 -4.09751 7.80649 -0.077
N 4.86319 -1.58388 6.61467 -0.336
O 3.66028 -1.54152 6.50493 0.090
O 5.62626 -0.68591 6.30903 0.071
H 6.93607 -6.08672 8.49483 0.102
H 4.49170 -5.87829 8.19830 0.108
H 3.52601 -3.77894 7.33563 0.130
H 7.45649 -2.08877 7.06984 0.116
H 8.41674 -4.18788 7.93941 0.103
C -3.35863 3.42858 -13.25563 -0.076
C -2.44242 4.15257 -12.50469 -0.068
C -2.48951 4.10778 -11.12070 -0.003
C -3.45552 3.33205 -10.50796 -0.144
C -4.37931 2.61026 -11.24010 -0.003
C -4.32812 2.66163 -12.62373 -0.068
N -3.49425 3.26318 -9.03909 -0.341
O -2.68142 3.92125 -8.42370 0.083
O -4.33228 2.54815 -8.53298 0.074
H -3.31620 3.46120 -14.33662 0.105
H -1.68845 4.75043 -12.99806 0.107
H -1.77742 4.67015 -10.53511 0.120
H -5.13084 2.01158 -10.74692 0.120
H -5.04272 2.10016 -13.20974 0.107
```

Computed properties:
- Orbital gap: 5.20 eV
- Net charge: -1
- Spin multiplicity: 1



Below is a 4-piece molecular cluster, C31H52IN3O10 overall, with properties calculated with the ωB97M-V functional and the def2-TZVPD basis.

```
97
Properties=species:S:1:pos:R:3:lowdin_charge:R:1
O -3.77846 3.70329 -5.19059 0.099
C -2.76796 3.10221 -5.46966 -0.333
C -2.35737 1.74178 -4.85369 -0.042
C -1.38917 0.93288 -5.36782 -0.554
I -0.82675 -0.92671 -4.41648 0.902
C -0.67064 1.40662 -6.66028 -0.340
O -0.01817 0.66059 -7.34205 0.096
C -0.79881 2.92918 -7.00785 -0.161
O 0.11330 3.56628 -7.89077 0.052
C 1.03071 4.32846 -7.11426 -0.385
O 1.47184 5.37307 -7.46976 0.168
C 1.38091 3.69043 -5.71897 -0.130
C 2.30389 2.54455 -5.74052 -0.006
C 2.60399 1.90685 -4.44718 -0.055
C 1.98620 2.40064 -3.20596 -0.064
C 1.08457 3.56031 -3.19806 -0.042
C 0.78695 4.19284 -4.49093 -0.024
C -1.76634 3.73270 -6.47995 0.093
H -2.86110 1.39589 -3.92288 0.107
H 2.72990 2.17963 -6.70144 0.124
H 3.28722 1.02111 -4.42432 0.102
H 2.18690 1.90100 -2.22982 0.087
H 0.62824 3.96406 -2.27077 0.096
H 0.09989 5.06435 -4.55471 0.116
H -1.82014 4.81016 -6.78228 0.156
C -5.01412 -6.26159 -0.57941 -0.115
O -6.04732 -5.33968 -0.88521 -0.199
C -6.48251 -4.59121 0.24900 -0.213
C -6.14280 -3.11840 0.06763 -0.211
N -4.69992 -2.90176 0.15521 -0.052
C -4.28676 -1.55346 -0.23172 -0.198
C -4.48290 -1.15378 -1.69778 -0.222
O -3.66188 -1.87587 -2.60491 -0.256
C -4.21859 -3.09934 -3.06126 -0.100
H -4.80939 -6.84682 -1.47614 0.088
H -4.09716 -5.74024 -0.28849 0.080
H -5.32435 -6.94373 0.21747 0.088
H -6.07013 -4.98325 1.18367 0.122
H -7.57071 -4.69530 0.29778 0.120
H -6.64314 -2.53505 0.84610 0.123
H -6.53206 -2.80239 -0.90753 0.105
H -4.23036 -3.56688 -0.44710 0.069
H -3.21856 -1.47777 -0.00521 0.113
H -4.79557 -0.82707 0.41017 0.118
H -4.17306 -0.10731 -1.78932 0.114
H -5.53312 -1.18418 -2.00745 0.112
H -5.30882 -3.06375 -3.12414 0.092
H -3.90209 -3.92566 -2.42050 0.073
H -3.82140 -3.29336 -4.06023 0.083
C 0.95869 4.99433 4.13834 -0.114
O 1.46231 3.67007 4.20461 -0.199
C 0.48658 2.72167 4.63435 -0.210
C 0.17457 1.74422 3.51001 -0.214
N -0.56408 2.40319 2.43539 -0.048
C -0.69796 1.58307 1.23204 -0.192
C 0.58396 1.26030 0.45801 -0.208
O 1.19227 2.39416 -0.14714 -0.219
C 2.10043 3.09620 0.68996 -0.083
H 1.78795 5.65752 3.89135 0.089
H 0.19726 5.08539 3.35784 0.080
H 0.54334 5.30149 5.10246 0.088
H -0.42194 3.20489 5.00619 0.123
H 0.93071 2.16667 5.46650 0.120
H -0.42432 0.91902 3.90682 0.124
H 1.12599 1.33847 3.14340 0.097
H -0.08820 3.26227 2.18787 0.070
H -1.36763 2.12588 0.55774 0.118
H -1.20539 0.64847 1.49240 0.115
H 0.30183 0.60111 -0.36977 0.121
H 1.30875 0.69774 1.05656 0.092
H 2.61007 2.43723 1.39720 0.089
H 1.58621 3.89937 1.22233 0.074
H 2.85229 3.56199 0.04859 0.090
C 6.75022 -3.34272 4.92431 -0.115
O 6.09610 -2.12221 5.23008 -0.199
C 6.22750 -1.14413 4.19959 -0.213
C 4.86835 -0.84741 3.58142 -0.210
N 4.39295 -1.98517 2.79634 -0.050
C 3.00257 -1.85507 2.36332 -0.195
C 1.92497 -1.87003 3.45255 -0.230
O 1.80309 -3.11565 4.12220 -0.175
C 2.66503 -3.27520 5.23838 -0.097
H 6.67496 -3.99229 5.79660 0.088
H 6.27102 -3.84258 4.07714 0.080
H 7.80892 -3.17326 4.70746 0.088
H 6.95478 -1.44316 3.43867 0.122
H 6.60162 -0.23233 4.67506 0.120
H 4.95190 0.02931 2.93213 0.121
H 4.17388 -0.61110 4.39660 0.105
H 4.47892 -2.82742 3.35202 0.070
H 2.80653 -2.69377 1.68850 0.120
H 2.89938 -0.94206 1.76713 0.101
H 0.96276 -1.70834 2.95486 0.117
H 2.03550 -1.04670 4.16745 0.102
H 2.86814 -2.32934 5.74676 0.090
H 3.60033 -3.75064 4.93408 0.071
H 2.17398 -3.94777 5.94471 0.089
```

Computed properties:
- SMILES: O=C1C=C(I)C(=O)C(OC(=O)c2ccccc2)=C1.COCCNCCOC.COCCNCCOC.COCCNCCOC
- Orbital gap: 7.40 eV
- Spin multiplicity: 1



Below is a 2-piece molecular cluster, C3H8S2 overall, with properties calculated with the ωB97M-V functional and the def2-TZVPD basis.

```
13
Properties=species:S:1:pos:R:3:lowdin_charge:R:1
C 1.57666 0.58125 1.20892 -0.110
C 0.65187 0.02687 2.06887 -0.128
H 2.58994 0.39596 1.75604 0.079
H 1.31700 1.18881 0.26278 0.031
H 1.06158 -0.86600 2.74311 0.079
H -0.30572 0.34375 2.47781 0.036
C -1.45043 0.33565 -0.57565 -0.388
S -0.02286 0.02060 -1.77440 0.323
S -0.87294 -1.52222 -3.01614 0.287
H -2.24207 0.43164 -1.37670 0.043
H -1.36570 -0.35233 0.13651 -0.040
H -1.20632 1.35404 -0.36244 0.012
H 0.26898 -1.93803 -3.54871 -0.224
```

Computed properties:
- SMILES: C=C.CSS
- Orbital gap: 8.63 eV
- Spin multiplicity: 1



no.,F_max (eV Å⁻¹),DFT total energy (Eh)
1,0.96,-791.694334
2,1.94,-1094.602596
3,0.96,-7832.262767
4,2.94,-2933.694732
5,3.10,-2426.513809
6,6.91,-915.349991